No. 1
The following is a quantum chemistry calculation of a 3-piece molecular cluster, C39H52N5O4PS overall in a non-equilibrium geometry, from OMol25.

The highest occupied orbital energy is -8.33 eV. The lowest unoccupied orbital energy is -1.2 eV. The frontier orbital gap comes out at 7.1 eV.

Geometry (Å):
C -2.773 -2.209 0.304
C -2.729 -2.639 -1.001
C -3.245 -1.882 -2.175
C -4.534 -2.192 -2.611
N -5.356 -3.156 -1.981
C -5.062 -1.533 -3.730
C -6.419 -1.872 -4.236
C -7.493 -0.998 -4.157
C -8.703 -1.405 -4.696
N -8.923 -2.566 -5.300
C -7.879 -3.390 -5.342
C -6.622 -3.109 -4.845
C -4.304 -0.557 -4.375
N -4.911 0.101 -5.507
C -4.835 -0.491 -6.564
S -4.917 -1.298 -7.901
C -3.020 -0.233 -3.949
C -2.512 -0.927 -2.855
C -1.120 -0.637 -2.416
O -0.488 -1.476 -1.816
C -0.505 0.692 -2.768
C 0.589 1.200 -2.059
N 1.151 0.480 -0.963
C 2.478 -0.110 -1.244
C 2.502 -1.647 -1.237
C 2.433 -2.232 -2.644
C 1.134 2.426 -2.458
C 2.330 3.051 -1.787
C 2.195 3.171 -0.278
O 1.189 3.488 0.280
O 3.324 2.887 0.441
C 0.568 3.110 -3.522
C -0.522 2.619 -4.226
P -1.155 3.673 -5.584
N -2.686 4.036 -5.519
C -1.047 1.387 -3.853
C -2.183 0.798 -4.630
O -2.396 1.124 -5.773
H -2.132 -1.398 0.651
H -3.403 -2.701 1.042
H -2.311 -3.631 -1.204
H -4.830 -3.702 -1.310
H -6.084 -2.665 -1.471
H -7.384 -0.025 -3.699
H -9.541 -0.716 -4.638
H -8.035 -4.353 -5.819
H -5.785 -3.789 -4.912
H 1.159 1.045 -0.126
H 3.221 0.294 -0.550
H 2.810 0.188 -2.245
H 3.487 -1.924 -0.842
H 1.751 -2.062 -0.571
H 1.504 -1.952 -3.145
H 3.241 -1.847 -3.269
H 2.453 -3.321 -2.633
H 2.449 4.066 -2.171
H 3.257 2.531 -2.037
H 3.712 2.069 0.102
H 1.000 4.059 -3.820
H -0.776 3.082 -6.808
H -0.398 4.860 -5.454
H -3.104 3.563 -4.724
C 6.540 4.979 6.069
C 6.128 3.514 6.188
C 6.497 2.679 4.963
C 5.822 3.113 3.660
C 4.295 3.128 3.694
C 3.681 1.754 3.944
H 6.036 5.474 5.238
H 6.284 5.525 6.978
H 7.617 5.069 5.917
H 5.055 3.450 6.382
H 6.622 3.081 7.061
H 6.258 1.631 5.166
H 7.582 2.716 4.821
H 6.153 2.441 2.860
H 6.178 4.109 3.379
H 3.932 3.500 2.737
H 3.939 3.832 4.451
H 3.990 1.043 3.173
H 2.591 1.813 3.925
H 3.970 1.349 4.915
C -0.153 -3.730 6.553
C 0.156 -2.378 5.916
C -0.810 -2.000 4.794
C -0.805 -2.946 3.592
C 0.552 -3.122 2.911
C 1.106 -1.828 2.319
H -0.067 -4.545 5.833
H 0.543 -3.939 7.367
H -1.163 -3.744 6.966
H 1.185 -2.371 5.549
H 0.104 -1.606 6.689
H -0.583 -0.984 4.460
H -1.827 -1.961 5.199
H -1.523 -2.573 2.856
H -1.175 -3.928 3.900
H 0.441 -3.855 2.107
H 1.276 -3.545 3.612
H 0.416 -1.410 1.581
H 2.057 -2.013 1.817
H 1.283 -1.074 3.088



No. 2
The following is a quantum chemistry calculation of C39H53Cl4FeN2O8P2SeTe as an isolated structure in a non-equilibrium geometry, from OMol25.

The highest occupied orbital energy (spin up / spin down) is -4.33 / -4.41 eV. The lowest unoccupied orbital energy (spin up / spin down) is 1.9 / 1.9 eV. The energy above the lowest of the compared OMol25 structures with the same formula, charge and spin comes out at 42.7 kcal/mol. The spin multiplicity is 5. As for the charge: -1. The frontier orbital gap (spin up / spin down) comes out at 6.3 / 6.3 eV.

Geometry (Å):
Fe -1.436 -0.781 0.601
Cl 0.494 2.209 6.556
C 0.439 1.655 4.916
C 1.390 2.043 4.030
Cl 2.816 2.931 4.568
C 1.257 1.736 2.619
Cl 2.171 2.606 1.446
C 0.365 0.768 2.174
O 0.131 0.406 0.988
C -0.556 0.241 3.180
O -1.414 -0.677 2.701
C -0.475 0.693 4.471
Cl -1.508 -0.034 5.715
C 4.038 0.175 -3.295
C 2.814 -0.502 -3.941
C 3.123 -1.673 -4.896
O 1.813 -1.041 -3.027
P 1.292 -0.640 -1.565
O -0.025 -1.194 -1.248
C 1.336 1.166 -1.644
P 0.163 1.954 -2.793
O -0.952 2.670 -2.087
O 1.192 2.934 -3.615
C 0.929 4.171 -4.311
C -0.289 4.102 -5.203
C 0.825 5.200 -3.193
O -0.313 0.977 -3.953
C -1.620 0.355 -3.962
C -1.414 -0.862 -4.865
C -2.704 1.315 -4.453
O 2.471 -1.186 -0.618
C 2.288 -2.181 0.516
C 3.653 -2.197 1.131
C 1.756 -3.534 0.132
H 4.070 1.252 -3.639
H 4.991 -0.266 -3.620
H 3.978 0.035 -2.204
H 2.233 0.226 -4.503
H 3.869 -2.350 -4.482
H 3.554 -1.262 -5.831
H 2.229 -2.138 -5.241
H 2.289 1.484 -2.064
H 1.126 1.597 -0.705
H 1.773 4.419 -4.955
H -1.237 3.968 -4.745
H -0.266 3.359 -5.977
H -0.376 5.132 -5.597
H 0.188 4.816 -2.383
H 0.324 6.112 -3.580
H 1.813 5.439 -2.744
H -1.888 0.076 -3.002
H -1.353 -0.562 -5.916
H -2.208 -1.579 -4.714
H -0.414 -1.181 -4.558
H -2.573 1.457 -5.520
H -2.710 2.275 -3.925
H -3.652 0.885 -4.273
H 1.573 -1.573 1.102
H 4.305 -3.015 0.743
H 3.581 -2.378 2.181
H 4.196 -1.199 0.907
H 2.326 -4.092 -0.647
H 0.733 -3.376 -0.209
H 1.729 -3.998 1.153
N -1.616 -3.288 2.184
C -2.048 -4.488 2.302
C -2.280 -4.954 1.009
C -1.886 -3.939 0.199
N -1.489 -2.903 0.894
H -1.508 -2.414 2.765
H -2.237 -4.921 3.254
H -2.694 -5.893 0.733
H -1.792 -3.873 -0.873
C 3.194 -4.084 4.628
Te 1.327 -2.899 4.772
C 2.744 -1.310 5.129
C 3.970 -1.977 5.639
C 4.902 -1.293 6.444
C 6.019 -1.909 6.999
C 6.249 -3.242 6.643
C 5.348 -3.980 5.930
C 4.165 -3.344 5.402
H 3.434 -4.295 3.515
H 2.864 -5.022 5.028
H 2.246 -0.605 5.780
H 2.954 -0.830 4.195
H 4.765 -0.192 6.687
H 6.569 -1.372 7.803
H 7.158 -3.685 6.961
H 5.598 -4.981 5.799
C -7.091 4.538 -0.137
C -6.221 3.273 -0.322
C -6.762 2.089 -0.840
C -5.951 0.963 -1.039
C -6.588 -0.286 -1.555
C -4.614 0.995 -0.579
Se -3.708 -0.721 -0.513
C -4.137 2.181 0.030
C -2.729 2.255 0.602
C -4.917 3.296 0.108
H -6.361 5.389 -0.169
H -7.569 4.531 0.815
H -7.863 4.644 -0.906
H -7.810 2.031 -1.126
H -7.377 -0.004 -2.237
H -7.046 -0.866 -0.774
H -5.956 -0.992 -2.104
H -1.990 2.039 -0.229
H -2.543 1.544 1.441
H -2.484 3.235 0.995
H -4.496 4.195 0.590



No. 3
The following is a quantum chemistry calculation of C39H53MoN5P2 as an isolated structure in a non-equilibrium geometry, from OMol25.

The highest occupied orbital energy (spin up / spin down) is -12.68 / -13.06 eV. The lowest unoccupied orbital energy (spin up / spin down) is -6.6 / -6.6 eV. The energy above the lowest of the compared OMol25 structures with the same formula, charge and spin comes out at 101.1 kcal/mol. The spin multiplicity is 3. As for the charge: +2. The frontier orbital gap (spin up / spin down) comes out at 6.1 / 6.5 eV.

Geometry (Å):
Mo -0.787 1.428 -1.960
C -1.995 1.817 -3.494
C -1.465 0.459 -3.628
C -0.379 0.099 -4.636
C 0.875 0.970 -4.429
C 1.000 1.415 -2.981
C 0.626 2.752 -2.477
C -0.179 3.699 -3.291
C -1.374 3.046 -4.089
C 1.780 0.451 0.338
H -3.043 1.896 -3.175
H -2.160 -0.365 -3.443
H -0.762 0.192 -5.663
H -0.122 -0.966 -4.508
H 1.745 0.356 -4.716
H 0.919 1.834 -5.105
H 1.963 1.042 -2.558
H 1.386 3.203 -1.823
H 0.473 4.215 -4.010
H -0.546 4.478 -2.610
H -2.172 3.812 -4.118
H -1.038 2.852 -5.124
H 1.049 1.105 -0.200
H 2.551 1.088 0.799
H 1.246 -0.197 1.059
P 2.574 -0.486 -0.940
P -1.241 -1.023 0.158
N 3.875 0.633 -1.479
N 3.447 -1.687 -0.162
N -2.418 0.463 -0.798
N -2.616 -2.048 0.317
C 1.143 -1.488 -1.690
C -0.343 -1.783 -1.230
C 4.040 1.990 -1.119
C 5.339 2.373 -1.386
C 6.028 1.239 -1.916
C 5.115 0.187 -1.955
C 4.220 -1.595 1.010
C 5.063 -2.697 1.071
C 4.830 -3.481 -0.113
C 3.885 -2.826 -0.863
C -2.211 1.789 -0.234
C -3.462 2.498 -0.455
C -4.396 1.561 -0.900
C -3.747 0.345 -1.083
C -3.198 -2.895 -0.648
C -4.437 -3.297 -0.186
C -4.673 -2.645 1.065
C -3.572 -1.866 1.337
H 1.545 -2.491 -1.883
H 1.073 -1.066 -2.708
H -1.018 -1.630 -2.095
H -0.440 -2.878 -1.093
H 3.231 2.545 -0.686
H 5.750 3.361 -1.201
H 7.061 1.193 -2.228
H 5.244 -0.837 -2.267
H 4.095 -0.729 1.628
H 5.758 -2.902 1.868
H 5.281 -4.424 -0.401
H 3.485 -3.002 -1.849
H -1.245 2.397 -0.429
H -3.680 3.521 -0.120
H -5.468 1.709 -1.011
H -4.193 -0.623 -1.267
H -2.636 -3.147 -1.518
H -5.097 -3.979 -0.693
H -5.556 -2.745 1.682
H -3.354 -1.213 2.176
C -0.895 0.820 6.389
C -1.108 1.011 4.918
C -1.609 2.195 4.418
C -1.872 2.359 3.059
C -2.414 3.691 2.643
C -1.668 1.272 2.203
C -1.112 0.081 2.656
C -0.858 -0.046 4.036
N -0.714 -1.001 1.737
C 0.030 -2.244 2.255
C 1.322 -1.790 2.950
C -0.969 -3.016 3.117
C 0.482 -3.182 1.147
H -0.343 1.668 6.810
H -1.864 0.752 6.900
H -0.336 -0.095 6.607
H -1.819 3.000 5.128
H -3.422 3.824 3.063
H -1.791 4.523 3.005
H -2.476 3.786 1.559
H -2.042 1.447 1.117
H -0.440 -0.960 4.437
H 1.231 -0.927 3.621
H 1.706 -2.663 3.506
H 2.092 -1.517 2.210
H -1.883 -3.199 2.535
H -0.529 -3.984 3.397
H -1.266 -2.478 4.019
H -0.345 -3.712 0.660
H 1.131 -2.655 0.439
H 1.111 -3.965 1.596